(1)
Computed, not measured: a molecular structure, C4H5O4Rh in a non-equilibrium geometry, with ωB97M-V/def2-TZVPD.

For the total energy, the calculation gives -15402.689 eV. As for the HOMO-LUMO gap (spin up / spin down): 10.944 / 7.931 eV. Its multiplicity is 5. As for the charge: +2. The energy relative to the best compared isomer or geometry (same formula, charge and spin) is 0.000 eV. As for the HOMO energy (spin up / spin down): -20.0 / -20.9 eV. The LUMO energy (spin up / spin down) is -9.06 / -12.96 eV. Its maximum force is 3.81 eV/Å. For the molecular weight, the calculation gives 220.0 g mol⁻¹.

Geometry (Å):
O: 0.203 0.023 -1.171
H: 0.248 1.998 -0.512
H: 2.166 -0.604 -1.348
C: -0.491 1.318 -0.973
O: -1.559 1.100 -0.176
Rh: -1.315 -0.883 -0.057
O: 0.307 -1.448 1.022
C: -2.710 -0.677 1.740
H: 1.936 0.769 -0.260
C: 1.386 -1.104 0.559
O: -3.215 -0.551 2.744
H: 2.327 -1.436 1.027
H: -0.755 1.665 -1.987
C: 1.472 -0.170 -0.608

Forces on the atoms, in the same order (eV/Å):
-0.9 0.8 -0.5
-0.4 0.3 -0.1
-0.2 0.1 0.0
1.3 0.4 -0.3
0.4 1.2 -0.9
-3.1 -2.2 0.2
1.1 -0.4 0.5
-1.0 0.0 2.6
-0.1 -0.2 -0.1
0.8 0.3 0.4
1.1 -0.2 -2.4
-0.2 -0.1 -0.1
-0.3 0.2 0.2
1.5 -0.2 0.4



(2)
Computed, not measured: C12H14OSe in the gas phase in a non-equilibrium geometry, with ωB97M-V/def2-TZVPD.

For the total energy, the calculation gives -80060.647 eV. As for the HOMO-LUMO gap (spin up / spin down): 7.209 / 7.208 eV. The energy relative to the best compared isomer or geometry (same formula, charge and spin) is 1.765 eV. As for the HOMO energy (spin up / spin down): -7.2 / -7.2 eV. The LUMO energy (spin up / spin down) is 0.03 / 0.03 eV. Its maximum force is 5.98 eV/Å. For the molecular weight, the calculation gives 253.2 g mol⁻¹.

Geometry (Å):
C: -3.561 0.205 1.065
H: -3.166 0.225 1.971
C: -1.861 1.656 -0.192
H: -1.220 1.542 -1.028
H: -1.144 1.731 0.586
H: 3.771 2.308 -0.147
H: 1.047 -3.511 -1.998
H: 2.866 -1.863 -2.071
C: 0.994 -2.629 -1.357
C: 1.237 -0.357 0.603
Se: -0.267 -1.407 0.874
C: 2.020 -1.689 -1.481
O: -1.753 -0.755 -0.253
C: 3.197 1.414 0.136
C: 1.219 0.835 1.352
C: -2.627 0.363 -0.128
H: 3.821 0.090 -1.489
C: 2.239 1.706 1.036
H: -0.802 -3.494 -0.417
H: 0.555 0.969 2.120
H: -4.274 0.956 0.918
H: -3.228 0.243 -1.046
H: -2.523 2.619 -0.119
H: -4.094 -0.796 0.892
C: 2.114 -0.597 -0.528
H: 2.312 2.559 1.770
C: 3.177 0.308 -0.664
C: -0.050 -2.632 -0.406

Forces on the atoms, in the same order (eV/Å):
-1.9 -2.5 -5.1
2.1 0.2 4.0
-1.5 1.4 0.5
0.3 0.7 -1.4
0.4 0.0 1.3
0.7 -0.8 0.3
-0.2 0.3 0.0
0.8 -0.2 -1.1
0.6 0.4 0.3
-0.6 -0.4 -1.5
-1.1 0.1 -0.4
-2.2 0.1 2.8
0.4 0.3 0.1
1.7 1.7 -2.6
3.0 -1.4 -2.6
0.0 -1.0 0.3
0.7 0.4 -0.2
-2.2 1.2 4.4
1.2 1.5 0.2
-1.6 0.5 1.7
-1.4 1.2 0.3
-0.1 0.4 0.3
1.2 -1.8 -0.6
0.7 1.3 0.5
-0.4 -0.7 0.4
0.2 -0.5 -1.4
-0.9 -0.2 0.2
0.1 -2.2 -0.7